Formula: C5H15NO2
Source: the OMol25 dataset
Level of theory: ωB97M-V with the def2-TZVPD basis set

Calculated values
**Relative energy (zero: lowest compared OMol25 entry of this formula, charge and spin)**: 2.129 eV
**E_LUMO**: 0.6 eV
**Electronic energy**: -11011.8172 eV
**HOMO energy**: -0.3646 Ha
**Frontier orbital gap**: 10.535 eV

Last column: Mulliken charge in e.
Cartesian coordinates (Å):
C 0.342 2.700 0.198  -1.23
C 0.871 1.367 -0.212  -0.03
C -0.010 0.630 -1.258  -0.65
C -1.409 0.269 -0.770  -0.73
C -1.708 -1.927 0.154  -0.32
N -1.258 -0.719 0.302  -0.30
H 1.009 3.132 0.996  0.32
H -0.650 2.677 0.668  0.34
H 0.004 3.432 -0.692  0.26
H 1.095 0.638 0.546  0.22
H 1.837 1.524 -0.757  0.28
H 0.510 -0.197 -1.871  0.27
H -0.174 1.372 -2.073  0.36
H -1.876 1.127 -0.393  0.28
H -2.022 -0.310 -1.581  0.35
H -1.521 -2.606 0.957  0.32
H -2.166 -2.174 -0.854  0.21
H -0.201 -0.970 1.851  0.38
H 0.899 -1.826 1.931  0.38
O 0.409 -1.306 2.588  -0.69
H 1.794 -1.548 -0.125  0.31
H 2.559 -2.789 0.233  0.30
O 1.665 -2.495 0.164  -0.62

Formula: C5H9ClO2
Source: the OMol25 dataset
Level of theory: ωB97M-V with the def2-TZVPD basis set

Calculated values
**Relative energy (zero: lowest compared OMol25 entry of this formula, charge and spin)**: 4.467 eV
**E_LUMO**: 0.5 eV
**Electronic energy**: -21944.3401 eV
**HOMO energy**: -0.3073 Ha
**Frontier orbital gap**: 8.864 eV

Last column: Mulliken charge in e.
Cartesian coordinates (Å):
C -2.383 -0.113 0.361  -0.46
C -1.108 0.618 -0.022  -0.21
C 0.325 -1.908 -0.414  -0.69
C 2.421 1.544 0.045  -0.63
C 0.295 0.439 -0.144  0.62
O 1.023 -0.653 -0.210  -0.32
O 1.023 1.593 -0.011  -0.36
Cl -4.287 0.133 -0.400  -0.30
H -2.846 0.283 1.365  0.25
H -2.278 -1.257 0.384  0.22
H -1.115 1.722 0.005  0.31
H 1.159 -2.740 -0.134  0.23
H -0.054 -2.177 -1.358  0.37
H -0.647 -2.068 0.281  0.17
H 2.894 0.937 0.873  0.24
H 2.859 2.436 0.391  0.30
H 2.718 1.212 -1.012  0.27

Formula: C19H31N5O3
Source: the OMol25 dataset
Level of theory: ωB97M-V with the def2-TZVPD basis set

Calculated values
**Relative energy (zero: lowest compared OMol25 entry of this formula, charge and spin)**: 1.890 eV
**E_LUMO**: 0.6 eV
**Electronic energy**: -33799.3474 eV
**HOMO energy**: -0.3383 Ha
**Frontier orbital gap**: 9.816 eV

Last column: Mulliken charge in e.
Cartesian coordinates (Å):
C 1.000 4.160 1.554  -1.64
C -0.476 3.984 1.885  0.19
C -0.665 3.438 3.302  -0.73
C -2.134 3.172 3.606  -0.58
O -2.675 2.283 2.652  -0.42
C -2.640 2.833 1.349  -1.20
C -1.192 3.052 0.907  1.18
C -1.213 3.649 -0.498  0.02
O -1.549 4.817 -0.640  -0.70
N -0.895 2.863 -1.555  0.25
C -0.860 3.421 -2.893  -1.12
C -0.496 1.469 -1.459  -1.14
C 1.001 1.290 -1.208  0.31
C 1.425 -0.175 -1.111  -0.51
C 1.354 -0.917 -2.448  -0.82
C 1.859 -2.346 -2.331  0.46
O 3.055 -2.567 -2.441  -0.66
N 0.961 -3.348 -2.142  0.07
C 1.463 -4.708 -1.978  -1.19
C 1.742 -5.001 -0.501  -0.67
C 0.522 -4.563 0.241  0.68
C -0.468 -3.760 -0.259  0.23
N -1.451 -3.624 0.631  -0.43
N -1.126 -4.325 1.697  -0.93
N 0.054 -4.891 1.456  0.56
C 0.636 -5.773 2.445  -0.92
C -0.381 -3.124 -1.618  -0.29
H 1.530 3.203 1.578  0.28
H 1.136 4.597 0.563  0.36
H 1.481 4.824 2.273  0.46
H -0.963 4.961 1.826  0.27
H -0.115 2.497 3.411  0.30
H -0.233 4.125 4.035  0.39
H -2.249 2.708 4.584  0.36
H -2.706 4.110 3.619  0.34
H -3.149 2.122 0.698  0.36
H -3.196 3.777 1.332  0.42
H -0.679 2.088 0.904  0.35
H -1.164 4.462 -2.893  0.40
H 0.151 3.361 -3.305  0.31
H -1.535 2.869 -3.551  0.31
H -1.070 0.957 -0.683  0.23
H -0.774 0.972 -2.389  0.47
H 1.571 1.785 -1.999  0.42
H 1.269 1.796 -0.277  -0.29
H 2.453 -0.218 -0.748  0.38
H 0.817 -0.684 -0.354  0.22
H 0.348 -0.897 -2.874  0.26
H 2.002 -0.425 -3.172  0.49
H 0.695 -5.388 -2.358  0.42
H 2.328 -4.871 -2.614  0.44
H 1.967 -6.059 -0.351  0.47
H 2.623 -4.438 -0.183  0.34
H 1.690 -5.916 2.224  0.33
H 0.532 -5.324 3.429  0.32
H 0.123 -6.733 2.427  0.31
H -0.591 -2.062 -1.498  0.02
H -1.144 -3.509 -2.297  0.28

Formula: C2H5NOS
Source: the OMol25 dataset
Level of theory: ωB97M-V with the def2-TZVPD basis set

Calculated values
**Relative energy (zero: lowest compared OMol25 entry of this formula, charge and spin)**: 3.235 eV
**E_LUMO**: 0.7 eV
**Electronic energy**: -16525.1466 eV
**HOMO energy**: -0.3407 Ha
**Frontier orbital gap**: 9.950 eV

Last column: Mulliken charge in e.
Cartesian coordinates (Å):
C 0.966 -0.815 -0.330  0.00
C -1.137 0.800 0.426  -0.90
N 0.570 -1.579 0.593  -0.57
O 0.887 1.784 -1.223  -0.55
S 0.787 1.135 0.065  0.41
H 1.391 -1.186 -1.259  0.41
H -1.247 1.607 1.096  0.28
H -1.072 -0.251 0.672  0.39
H -1.803 1.079 -0.335  0.30
H 0.659 -2.576 0.295  0.24

Formula: C11H24F6NO15S5V
Source: the OMol25 dataset
Level of theory: ωB97M-V with the def2-TZVPD basis set

Calculated values
**Relative energy (zero: lowest compared OMol25 entry of this formula, charge and spin)**: 0.217 eV
**E_LUMO**: -1.4 eV
**Electronic energy**: -140165.2011 eV
**HOMO energy**: -0.4010 Ha
**Frontier orbital gap**: 9.538 eV

Last column: Mulliken charge in e.
Cartesian coordinates (Å):
O 0.766 -0.094 0.511  -0.36
V 0.068 0.278 1.872  1.64
O 0.679 -0.509 3.108  -0.54
C -1.789 1.639 -1.103  0.62
F -2.612 1.831 -2.132  -0.24
F -0.792 0.843 -1.468  -0.09
F -1.289 2.823 -0.718  -0.21
S -2.780 0.875 0.275  0.71
O -4.007 1.570 0.214  -0.64
O -2.762 -0.522 0.012  -0.52
N -1.819 1.189 1.647  0.00
S -2.617 2.335 2.517  0.91
O -2.651 3.574 1.810  -0.62
O -3.822 1.854 3.085  -0.63
C -1.530 2.579 3.970  0.62
F -0.326 3.020 3.650  -0.19
F -2.143 3.460 4.755  -0.21
F -1.442 1.441 4.647  -0.21
O 2.337 -3.779 -3.454  -0.66
S 2.617 -2.541 -2.799  1.19
O 3.763 -2.402 -1.983  -0.63
O 2.692 -1.400 -3.916  -0.23
C 2.720 -1.802 -5.299  -0.27
C 2.875 -0.575 -6.174  -1.19
C 1.212 -1.967 -1.915  -0.47
H 1.763 -2.283 -5.528  0.31
H 3.478 -2.544 -5.550  0.37
H 3.777 -0.022 -5.897  0.30
H 2.038 0.114 -6.111  0.29
H 3.049 -0.948 -7.184  0.38
H 1.125 -2.610 -1.043  0.38
H 0.342 -2.042 -2.567  0.34
H 1.302 -0.913 -1.677  -0.16
O -1.059 -1.941 1.651  -0.31
S -1.391 -3.317 1.844  1.20
O -0.431 -4.328 1.592  -0.68
O -1.867 -3.505 3.320  -0.40
C -2.677 -2.443 3.934  0.01
C -3.900 -3.089 4.519  -1.27
C -2.854 -3.649 0.921  -0.88
H -2.927 -1.731 3.145  0.14
H -2.043 -1.934 4.655  0.33
H -3.639 -3.833 5.273  0.33
H -4.522 -3.535 3.747  0.27
H -4.493 -2.355 5.072  0.38
H -2.931 -4.736 0.924  0.42
H -2.665 -3.367 -0.113  0.29
H -3.705 -3.135 1.349  0.27
O 1.552 4.428 0.963  -0.66
S 1.917 3.068 1.009  1.03
O 1.253 2.175 1.906  -0.56
O 1.799 2.410 -0.383  0.02
C 2.192 3.226 -1.510  -0.51
C 1.974 2.465 -2.781  -1.01
C 3.614 2.994 1.330  -1.24
H 3.217 3.604 -1.412  0.44
H 1.617 4.156 -1.505  0.35
H 2.709 2.810 -3.510  0.45
H 0.972 2.659 -3.149  0.28
H 2.211 1.411 -2.657  0.09
H 4.082 3.787 0.757  0.44
H 4.027 2.004 1.166  0.32
H 3.745 3.235 2.387  0.46

Formula: C4H9N2
Source: the OMol25 dataset
Level of theory: ωB97M-V with the def2-TZVPD basis set

Calculated values
**Relative energy (zero: lowest compared OMol25 entry of this formula, charge and spin)**: 4.841 eV
**E_LUMO**: -3.3 eV
**Charge**: +1
**Electronic energy**: -7263.3005 eV
**HOMO energy**: -0.5304 Ha
**Frontier orbital gap**: 11.101 eV

Last column: Mulliken charge in e.
Cartesian coordinates (Å):
C -1.528 0.181 -0.910  -0.32
C -0.160 0.175 -0.422  0.66
C 0.986 -0.653 1.666  -1.21
C 0.766 0.553 0.716  -0.22
N -0.718 -1.022 -0.842  -0.72
N -0.459 0.708 -1.806  -0.28
H -2.465 0.628 -0.675  0.39
H 1.008 -1.570 1.008  0.33
H 0.282 -0.765 2.383  0.38
H 1.992 -0.536 2.060  0.33
H 1.684 0.861 0.254  0.34
H 0.423 1.519 1.284  0.32
H -0.965 -1.718 -0.037  0.31
H -0.193 -0.088 -2.547  0.38
H -0.654 1.726 -2.132  0.31